(1)
DFT (ωB97M-V with the def2-TZVPD basis set) results for 10 unconnected molecules or ions with the total composition C13H46N6O10.

Each line ends with the Mulliken charge.
Geometry (Å):
1 C -11.223 26.658 -15.870  -1.326
2 C -10.793 26.815 -14.421  0.774
3 O -11.139 25.775 -13.553  1.138
4 H -11.135 27.489 -16.505  0.709
5 H -12.251 26.684 -15.924  0.499
6 H -10.725 25.728 -16.221  -0.046
7 H -11.204 27.722 -13.966  0.411
8 H -9.704 26.884 -14.344  -0.730
9 H -11.759 26.008 -12.888  -0.827
10 C -11.635 28.163 -9.298  -1.927
11 C -11.034 28.242 -10.637  0.688
12 O -10.438 27.013 -10.750  -0.400
13 H -12.171 27.253 -9.121  0.330
14 H -12.245 28.981 -9.055  0.471
15 H -10.888 28.181 -8.535  0.440
16 H -10.176 28.985 -10.742  0.172
17 H -11.838 28.465 -11.277  0.046
18 H -9.953 27.175 -11.601  0.107
19 C -14.124 27.230 -12.806  -0.860
20 C -14.052 26.486 -11.530  -0.374
21 O -12.961 25.555 -11.405  -0.386
22 H -13.237 27.852 -13.064  0.090
23 H -14.948 27.993 -12.903  0.370
24 H -14.195 26.590 -13.618  0.160
25 H -14.948 25.899 -11.322  0.506
26 H -13.892 27.187 -10.661  0.214
27 H -13.151 24.963 -10.649  0.266
28 C -6.898 26.041 -11.739  0.623
29 O -6.547 26.245 -10.465  -0.837
30 N -6.325 26.655 -12.748  -0.246
31 N -7.856 25.295 -12.072  0.289
32 H -5.459 27.182 -12.636  0.238
33 H -6.662 26.562 -13.737  0.356
34 H -8.346 24.745 -11.286  -0.024
35 H -8.091 25.112 -13.032  0.087
36 C -8.187 23.951 -15.612  0.262
37 O -8.372 24.062 -14.276  -0.657
38 N -9.217 23.811 -16.333  0.087
39 N -7.060 24.042 -16.320  -0.568
40 H -10.117 23.708 -15.772  -0.205
41 H -9.242 23.540 -17.297  0.206
42 H -6.222 24.057 -15.670  0.334
43 H -6.959 24.155 -17.357  0.228
44 C -12.677 22.995 -15.114  -0.327
45 O -12.880 21.734 -15.621  -0.739
46 N -13.616 23.889 -15.121  -0.075
47 N -11.443 23.419 -14.868  0.752
48 H -14.531 23.777 -15.577  0.264
49 H -13.532 24.760 -14.613  0.175
50 H -10.815 22.645 -14.712  0.398
51 H -11.183 24.338 -14.400  -0.419
52 C -12.322 23.956 -18.625  -0.265
53 O -11.467 23.085 -17.952  -0.587
54 H -12.293 24.693 -17.837  -0.138
55 H -13.291 23.554 -18.752  0.284
56 H -11.939 24.388 -19.492  0.312
57 H -11.888 22.892 -17.146  0.434
58 C -8.221 29.448 -13.115  -1.041
59 O -8.706 28.199 -12.720  -0.289
60 H -9.082 29.812 -13.602  0.351
61 H -7.373 29.331 -13.770  0.363
62 H -8.025 30.007 -12.245  0.194
63 H -7.946 27.599 -12.931  0.027
64 C -10.521 23.433 -11.042  -0.127
65 O -9.412 22.975 -11.785  -0.618
66 H -11.493 23.157 -11.625  0.120
67 H -10.504 24.489 -10.784  -0.090
68 H -10.359 22.954 -10.036  0.357
69 H -9.526 23.277 -12.672  0.199
70 C -7.748 27.298 -16.534  -0.448
71 O -6.969 26.709 -15.515  -0.669
72 H -8.258 28.129 -16.031  0.145
73 H -8.568 26.631 -16.825  0.084
74 H -7.316 27.739 -17.454  0.311
75 H -7.014 25.791 -15.784  0.377

charge	0
highest occupied orbital energy	-8.2	eV
structure (SMILES)	NC(N)=O.NC(N)=O.NC(N)=O.CCO.CCO.CCO.CO.CO.CO.CO
energy above the lowest of the compared OMol25 structures with the same formula, charge and spin	119.9	kcal per mole
HOMO-LUMO gap	0.30418	Ha

***

(2)
DFT (ωB97M-V with the def2-TZVPD basis set) results for 11 unconnected molecules or ions with the total composition C13H48O13.

Each line ends with the Mulliken charge.
Geometry (Å):
1 C 3.598 0.215 -2.089  -0.371
2 O 3.488 0.294 -0.673  -0.526
3 H 2.994 0.943 -2.620  0.168
4 H 4.671 0.332 -2.267  0.322
5 H 3.477 -0.822 -2.422  0.090
6 H 2.568 0.321 -0.382  0.244
7 C 1.616 3.359 -1.376  -0.027
8 O 1.257 4.329 -2.367  -0.598
9 H 0.907 2.528 -1.495  -0.370
10 H 2.568 2.898 -1.638  0.258
11 H 1.624 3.715 -0.349  0.389
12 H 0.706 4.980 -1.914  0.314
13 C 0.545 1.997 3.587  -0.417
14 O 0.205 0.648 3.770  -0.483
15 H 0.613 2.190 2.506  0.046
16 H -0.220 2.678 3.962  0.250
17 H 1.495 2.319 4.027  0.280
18 H 0.477 0.106 3.029  0.262
19 C -0.270 -0.109 -0.166  0.418
20 O 0.737 -0.241 0.839  -0.207
21 H -0.116 0.737 -0.838  -0.503
22 H -0.299 -1.037 -0.736  0.160
23 H -1.224 0.141 0.313  0.032
24 H 0.696 -1.160 1.128  0.123
25 C -0.270 2.127 -4.433  -0.116
26 O -0.715 3.448 -4.261  -0.586
27 H -0.996 1.637 -5.090  0.316
28 H 0.656 2.033 -5.014  0.307
29 H -0.197 1.562 -3.500  -0.266
30 H -0.195 3.905 -3.577  0.388
31 C 0.081 -1.889 -4.029  -0.313
32 O 1.308 -1.135 -4.010  -0.438
33 H 0.220 -2.966 -4.044  0.426
34 H -0.462 -1.661 -3.105  -0.158
35 H -0.559 -1.469 -4.805  0.239
36 H 1.966 -1.836 -3.975  0.269
37 C -2.481 3.179 0.230  -0.200
38 O -3.043 4.226 -0.560  -0.558
39 H -2.645 3.454 1.283  0.292
40 H -3.020 2.226 0.240  0.087
41 H -1.413 3.076 0.054  0.053
42 H -3.744 3.821 -1.080  0.328
43 C -2.900 -0.287 -2.546  0.305
44 O -4.117 -0.834 -2.989  -0.588
45 H -2.251 0.103 -3.327  -0.024
46 H -3.162 0.458 -1.786  0.080
47 H -2.235 -1.016 -2.056  -0.078
48 H -4.701 -1.089 -2.278  0.312
49 C -0.514 -3.886 0.366  -0.671
50 O 0.797 -3.371 0.494  -0.382
51 H -0.705 -4.338 -0.614  0.327
52 H -0.762 -4.676 1.085  0.296
53 H -1.310 -3.153 0.504  0.179
54 H 1.361 -4.053 0.115  0.254
55 C -3.511 0.600 3.207  -0.149
56 C -2.850 -0.753 3.165  0.123
57 O -3.502 -1.579 2.209  -0.478
58 O -3.184 1.420 4.335  -0.555
59 H -4.582 0.405 3.392  0.396
60 H -3.405 1.138 2.264  -0.011
61 H -2.778 -1.314 4.104  0.330
62 H -1.785 -0.648 2.934  -0.248
63 H -4.450 -1.417 2.261  0.287
64 H -3.580 2.285 4.207  0.330
65 C 2.997 -2.445 2.733  0.123
66 C 4.482 -2.837 2.762  -0.642
67 O 5.066 -2.971 4.042  -0.513
68 O 2.213 -3.451 3.335  -0.534
69 H 2.863 -2.387 1.646  0.097
70 H 2.883 -1.432 3.112  0.257
71 H 5.076 -2.040 2.273  0.250
72 H 4.710 -3.644 2.051  0.354
73 H 5.337 -3.873 4.219  0.299
74 H 1.892 -4.015 2.628  0.350

charge	0
highest occupied orbital energy	-9.7	eV
structure (SMILES)	OCCO.OCCO.CO.CO.CO.CO.CO.CO.CO.CO.CO
energy above the lowest of the compared OMol25 structures with the same formula, charge and spin	49.7	kcal per mole
HOMO-LUMO gap	0.35582	Ha

***

(3)
DFT (ωB97M-V with the def2-TZVPD basis set) results for 10 unconnected molecules or ions with the total composition C13H49BN19O13S.

Each line ends with the Mulliken charge.
Geometry (Å):
1 C 2.316 4.069 2.533  -0.909
2 C 1.882 3.701 0.994  0.123
3 O 2.947 3.096 0.176  -0.570
4 C 0.516 2.750 1.108  -0.416
5 O -0.528 3.633 1.683  -0.293
6 S -2.045 3.383 0.945  0.572
7 N -2.914 2.322 2.034  -0.672
8 C -2.949 5.042 1.000  -0.529
9 B -1.879 6.101 1.739  0.495
10 O -1.820 6.273 3.214  -0.494
11 O -0.917 6.870 0.925  -0.472
12 H 3.456 4.338 2.667  0.328
13 H 1.692 5.042 2.828  0.198
14 H 2.003 3.246 3.334  0.203
15 H 1.499 4.716 0.502  0.185
16 H 3.019 3.586 -0.717  0.344
17 H 0.241 2.317 0.055  0.464
18 H 0.710 1.892 1.893  0.176
19 H -2.884 2.828 2.970  0.343
20 H -2.380 1.429 2.217  0.348
21 H -3.867 4.879 1.744  0.316
22 H -3.288 5.439 -0.048  0.404
23 H -1.545 5.349 3.553  0.323
24 H 0.007 6.721 1.320  0.291
25 C -2.285 -0.439 -0.479  0.641
26 O -1.620 0.554 -0.724  -0.652
27 N -3.290 -0.440 0.415  -0.221
28 N -2.073 -1.623 -1.081  -0.274
29 H -3.849 -1.248 0.631  0.182
30 H -3.482 0.432 0.892  0.177
31 H -1.325 -1.667 -1.762  0.149
32 H -2.610 -2.453 -0.893  0.140
33 C 3.314 -0.518 3.441  0.664
34 O 3.032 -1.658 3.775  -0.663
35 N 3.250 -0.097 2.165  -0.266
36 N 3.714 0.419 4.320  -0.362
37 H 3.478 0.838 1.871  0.107
38 H 2.954 -0.771 1.472  0.141
39 H 3.775 0.143 5.291  0.217
40 H 3.950 1.363 4.064  0.171
41 C 5.261 1.774 -2.507  0.609
42 O 6.034 2.362 -1.767  -0.665
43 N 5.634 1.272 -3.698  -0.265
44 N 3.967 1.575 -2.197  -0.315
45 H 5.012 0.784 -4.321  0.125
46 H 6.600 1.400 -3.970  0.196
47 H 3.645 1.937 -1.309  0.333
48 H 3.315 1.093 -2.793  0.147
49 C 0.728 -3.748 -1.149  0.457
50 O 0.008 -3.331 -2.042  -0.688
51 N 1.771 -4.568 -1.378  -0.373
52 N 0.544 -3.427 0.145  -0.262
53 H 2.375 -4.922 -0.655  0.176
54 H 1.945 -4.834 -2.338  0.235
55 H -0.230 -2.812 0.361  0.075
56 H 1.126 -3.761 0.894  0.199
57 C -3.084 9.942 -1.319  0.598
58 O -3.597 10.810 -2.008  -0.648
59 N -1.938 9.325 -1.660  -0.317
60 N -3.618 9.525 -0.157  -0.315
61 H -1.500 8.609 -1.106  0.143
62 H -1.503 9.610 -2.528  0.193
63 H -4.482 9.964 0.136  0.188
64 H -3.211 8.812 0.424  0.135
65 C -1.678 -7.179 -0.735  0.661
66 O -0.963 -7.743 0.077  -0.660
67 N -2.746 -7.772 -1.300  -0.399
68 N -1.463 -5.914 -1.140  -0.313
69 H -3.347 -7.324 -1.971  0.153
70 H -2.944 -8.725 -1.023  0.265
71 H -0.670 -5.432 -0.739  0.269
72 H -2.041 -5.433 -1.808  0.082
73 C -2.886 -3.930 1.942  0.694
74 O -3.606 -3.512 1.049  -0.791
75 N -1.844 -4.749 1.713  -0.064
76 N -3.071 -3.609 3.235  -0.421
77 H -1.240 -5.103 2.435  0.160
78 H -1.670 -5.016 0.753  0.048
79 H -3.845 -2.994 3.451  0.246
80 H -2.489 -3.943 3.985  0.188
81 C 5.849 -0.408 -7.024  0.702
82 O 5.212 -0.953 -6.136  -0.670
83 N 7.192 -0.328 -7.012  -0.401
84 N 5.265 0.161 -8.093  -0.396
85 H 7.733 0.117 -7.734  0.168
86 H 7.671 -0.744 -6.224  0.226
87 H 4.255 0.123 -8.141  0.219
88 H 5.772 0.615 -8.835  0.168
89 C -4.875 -7.900 3.118  0.605
90 O -5.333 -9.007 3.354  -0.658
91 N -5.044 -6.853 3.945  -0.315
92 N -4.162 -7.629 2.011  -0.191
93 H -4.674 -5.934 3.768  0.177
94 H -5.575 -7.014 4.791  0.197
95 H -4.012 -8.391 1.362  0.036
96 H -3.777 -6.724 1.799  0.146

charge	+1
highest occupied orbital energy	-11.1	eV
HOMO-LUMO gap	0.26054	Ha

***

Among the records above, which one has the highest HOMO-LUMO gap?
C13H48O13